Entry 1:
C35H60Br2CeN14OS2 | ωB97M-V with the def2-TZVPD basis set

```
115
Properties=species:S:1:pos:R:3:forces:R:3:lowdin_charge:R:1
Ce -0.081948 -0.192852 0.209816 0.5121 -0.8725 -1.2223 0.969
C -4.217025 2.378050 -1.589184 0.0787 0.3137 0.2107 -0.065
N -3.741118 1.466899 -2.610238 0.3580 -0.5761 0.0891 -0.172
C -4.420507 1.596378 -3.899759 -0.3633 0.5055 0.5004 -0.053
C -2.693127 0.579309 -2.402631 0.3596 0.0120 -0.1912 -0.331
N -1.570283 0.902501 -1.745636 -1.1702 -0.2395 -0.4046 0.008
C -1.225688 2.323878 -1.785732 -0.1514 0.3854 -0.2747 -0.221
C 0.261983 2.540754 -1.578728 0.6591 0.4846 -0.5768 -0.181
N 0.756633 2.177974 -0.231531 0.4154 -0.0147 0.6185 -0.243
C 0.256820 3.099830 0.831043 0.3393 0.7862 0.0208 -0.144
C -0.380786 2.432170 2.060838 -0.5060 -0.3610 -0.3360 -0.185
N -1.368945 1.404186 1.685345 -0.7319 -0.0828 0.4762 -0.025
C -2.578502 1.475495 2.213459 -0.0523 0.3820 -0.1117 -0.355
N -3.143793 2.657336 2.625725 0.5641 0.1057 -0.3382 -0.166
C -3.895730 2.714233 3.839826 -1.2409 -0.1370 0.7675 -0.057
C -2.907158 3.933070 1.998629 -0.4715 0.9907 -0.4466 -0.062
N -3.398063 0.393371 2.397611 -0.1730 -0.0896 -0.2006 -0.154
C -4.842480 0.401423 2.161247 -0.3604 -0.4510 0.6269 -0.056
C -2.942385 -0.766164 3.134617 0.8174 -0.7657 -0.8123 -0.086
C 2.272033 2.115902 -0.287195 -0.8442 0.3947 -0.8007 -0.168
C 2.916861 1.473839 0.901344 0.1755 0.0958 1.0900 -0.202
N 2.458154 0.077451 1.129909 0.8641 0.7768 0.6404 -0.005
C 3.318420 -0.600297 1.881550 -0.3069 0.0049 -0.9968 -0.439
N 4.231790 -0.019195 2.734637 0.2676 -0.0255 0.2521 -0.162
C 3.846791 0.958204 3.751553 0.3634 0.1460 0.3169 -0.059
C 5.631567 -0.464912 2.769868 0.1969 0.1058 0.9027 -0.051
N 3.433254 -1.940153 1.700354 0.5555 -0.1456 0.7720 -0.158
C 3.055053 -2.574917 0.461874 -0.5464 0.0200 0.0245 -0.050
C 3.747627 -2.866685 2.800649 -0.0388 0.5039 -0.1623 -0.045
N -2.841078 -0.643017 -3.006479 0.1645 0.9713 0.1898 -0.134
C -4.125413 -1.236888 -3.346034 -0.2959 -1.0487 0.4111 -0.078
C -1.695451 -1.406412 -3.441814 0.5766 -0.0855 -0.6823 -0.059
H -5.329512 2.296273 -1.483585 0.8435 0.1026 -0.1549 0.105
H -3.757705 2.149357 -0.608921 -0.2133 -0.0180 -0.5258 0.077
H -3.934963 3.415781 -1.874467 -0.3957 -0.3611 0.3355 0.097
H -4.234706 2.626155 -4.270196 -0.2587 -0.4611 0.0554 0.096
H -4.004162 0.893579 -4.628670 -0.3515 0.1753 0.2498 0.087
H -5.525832 1.465456 -3.723278 0.9911 -0.0109 -0.5842 0.106
H -1.463360 2.803734 -2.768197 0.0026 -0.4435 0.5546 0.144
H -1.785543 2.893358 -1.033767 0.0679 0.1055 0.0094 0.073
H 0.835901 1.925324 -2.306189 -0.4119 0.3701 0.4463 0.112
H 0.512517 3.619627 -1.779206 -0.2237 -0.7052 0.1181 0.146
H 1.105792 3.705207 1.204275 -0.2841 -0.1368 -0.2080 0.132
H -0.437982 3.808816 0.358100 0.1006 -0.2320 0.2077 0.111
H 0.408466 1.922261 2.602805 0.3619 -0.2262 0.2367 0.096
H -0.827346 3.138911 2.781094 0.5200 -0.0162 -0.4828 0.115
H -3.984482 1.721675 4.310199 -0.0093 0.3964 -0.3784 0.092
H -3.400861 3.346951 4.590621 -0.1411 0.1301 -0.2822 0.099
H -4.923474 3.102093 3.624192 0.6985 -0.2071 0.4210 0.108
H -2.495294 3.789414 1.002189 0.0205 -0.1266 -0.0322 0.064
H -3.893391 4.462889 1.851856 0.9365 -0.4393 0.3253 0.115
H -2.203969 4.615374 2.538456 -0.6409 -0.4939 -0.1313 0.104
H -5.403369 0.263647 3.126438 0.4048 0.3168 -0.7422 0.105
H -5.170752 1.310998 1.667887 0.0558 0.1200 0.0395 0.085
H -5.107404 -0.468355 1.524751 0.2626 0.5105 0.2670 0.037
H -1.896359 -0.955373 2.806208 -1.1018 -0.2037 0.4627 -0.032
H -2.922032 -0.598935 4.221796 -0.2258 0.0495 -0.1100 0.095
H -3.602873 -1.635285 2.891425 0.6488 0.6608 0.1839 0.097
H 2.500773 1.586654 -1.224526 0.0731 0.0867 0.3807 0.090
H 2.642092 3.156408 -0.372498 -0.0330 -0.2893 -0.0252 0.136
H 4.029378 1.513192 0.767862 -0.8273 -0.0390 -0.0024 0.146
H 2.713396 2.111017 1.799007 0.1096 -0.3175 -0.5000 0.097
H 2.760087 1.020436 3.830468 0.0626 -0.0660 -0.1445 0.076
H 4.220551 0.612152 4.748268 -0.1819 0.2795 -0.7338 0.100
H 4.246250 1.986097 3.563169 -0.1673 -0.7741 0.0414 0.099
H 5.840902 -1.184418 1.979121 -0.2239 -0.0449 0.1498 0.089
H 6.325685 0.382984 2.600268 -0.4931 -0.2151 0.1559 0.095
H 5.888168 -0.904328 3.778331 -0.2132 0.2888 -1.0001 0.101
H 2.815418 -1.799834 -0.275779 -0.1186 -0.3652 0.1689 0.075
H 3.868329 -3.190315 0.068297 0.0106 -0.0588 0.1290 0.104
H 2.191174 -3.224036 0.686004 0.1209 0.1544 -0.5389 0.068
H 3.777574 -2.312859 3.749777 -0.0757 -0.1976 -0.3270 0.090
H 2.925052 -3.608811 2.844195 0.5675 0.1846 0.0646 0.085
H 4.734415 -3.350590 2.657005 -0.5906 0.0365 -0.0198 0.097
H -4.944923 -0.683821 -2.871220 0.2532 -0.0248 -0.4544 0.087
H -4.269577 -1.390496 -4.451219 0.1298 0.4224 0.9643 0.108
H -4.171972 -2.242723 -2.861705 0.1253 0.5856 -0.4717 0.065
H -0.748965 -0.933705 -3.166557 -0.4196 -0.0092 0.2626 0.063
H -1.738322 -2.411040 -3.025219 0.0397 0.0148 -0.0248 0.044
H -1.662204 -1.479864 -4.552633 -0.3131 -0.0609 0.5038 0.111
C 4.144736 2.960800 -3.985538 0.2935 0.1877 0.4878 -0.039
C 3.736677 1.531753 -4.267748 -0.5548 -1.0550 -0.7588 -0.296
C 4.232627 0.886403 -5.469293 0.0521 0.7923 0.6805 -0.009
C 3.964196 -0.421608 -5.699508 0.0008 -0.0710 -0.1188 -0.026
C 3.113534 -1.110550 -4.801081 0.4469 -0.1051 -0.0934 -0.194
C 2.865902 -2.478324 -4.952938 -0.2484 -1.5596 0.1762 -0.607
Br 3.386998 -3.572881 -6.443628 0.3105 0.6259 -0.0241 0.752
C 2.187084 -3.208209 -4.009858 -0.4039 0.4288 -0.3612 -0.221
C 1.555527 -2.535575 -2.959237 0.8188 1.5970 -0.1370 -0.569
Br 0.467481 -3.640312 -1.888362 -0.0771 0.2785 0.6517 0.847
C 1.739597 -1.113973 -2.745986 -0.0929 -1.4393 -0.0619 -0.371
O 1.211751 -0.458836 -1.772038 -0.5881 -0.2605 0.9191 -0.274
C 2.601045 -0.423121 -3.676231 0.2119 -0.1061 -0.5015 -0.122
N 2.922439 0.891206 -3.442383 0.4933 0.3922 -0.1719 0.155
H 4.058207 3.632596 -4.860304 0.0223 -0.5247 0.2832 0.085
H 5.209846 3.013461 -3.633324 -0.8837 -0.1175 -0.3245 0.096
H 3.505275 3.362149 -3.188415 0.2106 -0.0823 -0.1644 0.061
H 4.829792 1.498925 -6.138358 0.0951 -0.2755 0.0187 0.113
H 4.394870 -1.017250 -6.512299 -0.1987 0.5863 0.1204 0.087
H 2.057216 -4.285637 -4.147857 -0.0160 0.4935 0.1464 0.085
S -4.648002 -2.705589 -0.006271 0.9405 -0.0602 0.2590 0.576
C -3.085522 -2.237358 0.127414 1.0493 1.2456 -0.4128 -0.894
N -1.980314 -1.770349 0.161980 -1.8884 -1.3712 0.2182 -0.078
S 0.343729 -1.324747 3.056258 0.1650 -1.2432 0.1780 0.699
C -0.231464 -2.933446 3.297106 -0.2304 0.1526 -0.4236 -0.737
N -0.830497 -3.742134 2.392106 0.3358 0.4592 0.2534 0.054
C -1.098827 -5.085542 2.909879 -0.5461 -0.3456 -0.5159 -0.120
C -0.573629 -4.983108 4.339108 1.0098 -1.3927 0.9406 -0.148
N -0.135260 -3.605923 4.456103 0.2982 0.6388 0.8130 0.019
H -1.115304 -3.430039 1.468534 0.0830 0.1837 0.2004 0.095
H -0.553006 -5.842062 2.310602 -0.3529 0.3907 0.3534 0.127
H -2.187703 -5.340056 2.894429 0.8389 0.3404 -0.1324 0.134
H 0.305873 -5.658175 4.523609 -0.7188 0.4847 -0.3315 0.131
H -1.315175 -5.287043 5.091082 0.0578 0.4490 -0.2116 0.121
H 0.302208 -3.227234 5.311280 -0.4406 -0.2543 -1.1657 0.163
```
Positions in Å, forces in eV/Å.

- Energy above the lowest of the compared OMol25 structures with the same formula, charge and spin: 0.000 eV
- Total charge: +1
- Multiplicity: 2
- <S²>: 0.7506
- HOMO energy (alpha / beta): -9.03 / -9.03 eV
- Frontier orbital gap (alpha / beta): 0.267 / 0.267 Ha



Entry 2:
C35H61F13O11P | ωB97M-V with the def2-TZVPD basis set

```
121
Properties=species:S:1:pos:R:3:forces:R:3:lowdin_charge:R:1
C 5.442968 -3.034328 2.095851 0.7663 -0.5676 -0.2048 -0.097
C 5.384855 -3.659599 0.690311 -0.8433 0.6984 0.2653 -0.237
C 5.715700 -2.726998 -0.483293 1.0549 -0.2440 0.5490 -0.198
C 6.869138 -1.704609 -0.283162 -0.4840 0.0817 -0.6610 -0.188
C 6.356739 -0.297557 -0.606441 0.4332 -0.3808 0.4950 -0.221
C 5.478485 0.317732 0.469387 -0.3472 0.6477 -1.0086 -0.213
C 4.605862 1.418925 -0.128643 0.3125 0.2133 0.3864 -0.224
C 4.031264 2.343710 0.936619 0.1069 0.3352 -0.7767 -0.211
C 2.897434 3.223963 0.428516 -0.3931 -0.4906 0.3961 -0.196
C 1.689826 2.427147 -0.079360 -0.2725 0.8374 -0.0606 -0.208
C 0.473495 2.539113 0.831991 0.0806 -0.5484 -0.0983 -0.192
C -0.561787 1.457805 0.472164 0.1189 0.4310 0.4637 -0.218
C -0.667709 0.408146 1.584559 -0.2182 -0.4103 -0.6254 -0.230
P -1.209954 -1.229182 1.029601 -0.3986 0.0641 0.3692 1.058
C -1.026709 -2.367063 2.437571 0.3672 0.8067 -0.5021 -0.201
C 0.453260 -2.465286 2.833668 -0.1957 -0.4632 -0.3216 -0.242
F 0.655641 -1.793308 4.004739 0.0575 0.3425 0.3910 -0.016
C -2.918876 -1.141557 0.432919 0.3548 0.3320 -0.2709 -0.225
C -3.025766 -0.342496 -0.889565 -0.5736 -0.5173 -0.0335 -0.185
C -3.739555 -1.087097 -2.032769 0.6389 -0.0733 -0.2084 -0.221
O -2.844612 -1.391694 -3.101957 0.1308 -0.2646 0.2660 -0.072
C -0.174003 -1.916312 -0.326619 0.0988 -0.1308 0.2616 -0.233
O -0.178477 -3.324461 -0.177464 -0.0466 -0.0619 0.4584 -0.178
O -0.811040 -3.923388 -1.284151 -0.2340 0.0386 -0.6367 0.015
H 5.492868 -1.954984 2.105167 -0.2265 0.2471 -0.0481 0.048
H 4.647280 -3.387418 2.736461 -0.3807 0.0378 0.1098 0.061
H 6.355129 -3.378299 2.567795 0.2436 0.1318 0.3010 0.051
H 5.987682 -4.557190 0.676185 0.2724 -0.1477 -0.1001 0.100
H 4.359066 -3.984930 0.536026 -0.1741 -0.3064 -0.1795 0.086
H 6.019201 -3.369303 -1.300260 -0.2106 -0.1097 -0.4163 0.101
H 4.835110 -2.183891 -0.807919 -0.3132 0.0712 0.0325 0.093
H 7.634240 -1.913023 -1.021635 0.3085 -0.1959 -0.0690 0.102
H 7.359832 -1.766212 0.682188 -0.1661 0.0352 0.2370 0.086
H 7.190115 0.379713 -0.779698 0.1640 0.1075 -0.0582 0.115
H 5.831094 -0.373234 -1.553002 -0.2678 0.0975 -0.2360 0.108
H 4.801549 -0.396519 0.923990 0.1354 -0.3058 0.3562 0.095
H 6.125427 0.795031 1.196845 0.0262 -0.2516 0.5615 0.121
H 3.826494 0.993729 -0.752015 -0.1412 -0.2384 -0.1544 0.097
H 5.228455 2.020933 -0.786733 0.0388 0.1464 -0.2559 0.120
H 4.834446 3.015441 1.216786 0.2267 0.0358 0.4922 0.115
H 3.717700 1.794692 1.820810 -0.0940 -0.1852 0.1800 0.114
H 2.558666 3.816582 1.273454 -0.0477 0.3695 0.0770 0.106
H 3.231311 3.921057 -0.330360 0.2604 0.0468 -0.1734 0.114
H 1.911161 1.376188 -0.237416 0.2336 -0.2282 0.0252 0.089
H 1.389377 2.837613 -1.040126 -0.0332 -0.2034 -0.3435 0.119
H 0.025309 3.521273 0.758672 -0.0031 0.2725 0.0271 0.120
H 0.802724 2.399290 1.857364 -0.0443 0.0908 0.3264 0.110
H -1.536293 1.913529 0.341806 -0.2329 -0.0443 -0.2313 0.109
H -0.250951 1.021520 -0.469564 -0.0879 -0.1851 -0.3018 0.093
H 0.273651 0.275960 2.105943 0.2957 -0.0981 0.1105 0.099
H -1.406488 0.728713 2.311825 -0.1034 -0.0117 0.3357 0.098
H -1.465171 -3.327033 2.214603 -0.1690 -0.2240 -0.0338 0.101
H -1.540633 -1.883249 3.259801 -0.3226 -0.0898 0.2693 0.110
H 0.718300 -3.505743 2.969122 0.1529 -0.2071 0.0974 0.131
H 1.119771 -2.041791 2.085418 0.1842 0.0421 -0.0828 0.105
H -3.329746 -2.141600 0.335846 0.0371 -0.3029 -0.0101 0.098
H -3.514275 -0.636362 1.182125 -0.0591 -0.0242 0.4499 0.082
H -2.054357 -0.065604 -1.270841 0.2168 0.2610 -0.1584 0.085
H -3.578479 0.566186 -0.699229 0.0372 0.3347 0.1652 0.098
H -4.488373 -0.446192 -2.471822 -0.2459 0.1340 -0.0881 0.100
H -4.223708 -2.000045 -1.690817 -0.1976 -0.0908 0.1702 0.119
H -2.269054 -2.122115 -2.838926 -0.1059 0.0697 -0.2157 0.072
H -0.562576 -1.647033 -1.297883 -0.0700 0.2204 -0.2633 0.098
H 0.853800 -1.580287 -0.263855 0.2600 0.2864 0.0795 0.116
H -1.758652 -3.830760 -1.097627 -0.0100 -0.2863 0.2089 0.101
C -8.517480 0.533928 4.699325 0.0769 0.1535 -0.2895 -0.056
C -7.119652 0.438562 5.270732 -0.4979 -0.1828 0.3750 -0.188
O -6.119998 0.680753 4.253963 0.2838 0.1078 -0.1491 0.025
C -5.881084 1.954027 3.964864 -0.4147 -0.2590 0.4711 -0.403
O -6.399477 2.912157 4.451433 0.2260 0.0222 -0.2234 0.191
C -4.772134 2.037253 2.903711 0.3986 0.3207 -0.4847 -0.514
F -4.968324 1.152517 1.899104 0.0312 0.1118 0.1990 0.136
F -3.565363 1.751137 3.447783 -0.2628 -0.0496 -0.0626 0.141
F -4.697480 3.250095 2.368340 -0.0657 -0.3134 0.1776 0.185
H -8.629738 -0.141479 3.850476 -0.0160 -0.0862 0.0760 0.084
H -9.253232 0.271031 5.457541 0.0292 -0.0210 0.0311 0.088
H -8.731593 1.542252 4.346997 -0.0037 0.0317 0.0972 0.080
H -6.928083 -0.567222 5.637445 0.1841 -0.0169 -0.1557 0.125
H -6.977089 1.125811 6.103019 0.0914 0.1447 -0.1273 0.128
C -4.129298 0.659577 -5.325464 -0.0691 0.3043 -0.0827 -0.048
C -5.039506 -0.371013 -5.960047 0.4287 -0.0931 0.4474 -0.182
O -5.920598 0.259657 -6.902941 -0.2248 -0.0732 -0.2226 0.029
C -5.422230 0.525563 -8.105919 0.3410 -0.2798 0.3694 -0.396
O -4.321455 0.272253 -8.497213 -0.2024 0.0737 -0.0960 0.178
C -6.498984 1.237716 -8.938186 -0.2829 0.1993 -0.3531 -0.531
F -7.091767 2.175647 -8.175603 -0.0088 -0.0338 -0.3063 0.150
F -7.441455 0.374670 -9.354347 0.2660 0.1990 0.2078 0.169
F -5.973099 1.826610 -10.012328 -0.0976 -0.1394 0.3620 0.176
H -4.717573 1.468935 -4.887575 -0.0085 -0.1334 -0.0501 0.060
H -3.519217 0.208292 -4.546148 0.0159 -0.0572 -0.0866 0.055
H -3.467059 1.106193 -6.066520 0.0458 -0.0820 -0.0272 0.091
H -5.684299 -0.825695 -5.209907 -0.1819 0.0777 -0.1131 0.124
H -4.475134 -1.172136 -6.435601 -0.0129 0.1013 -0.1992 0.129
C -5.801652 6.018109 -5.728752 0.2671 0.0179 0.2748 -0.053
C -6.332455 4.641252 -5.394193 -0.3312 0.3300 -0.4809 -0.179
O -5.423119 3.919120 -4.532010 0.1325 -0.1942 0.2541 0.019
C -5.470597 4.201478 -3.238602 -0.4433 0.2586 -0.5261 -0.401
O -6.184590 4.993769 -2.699725 0.2242 -0.1870 0.1784 0.184
C -4.472243 3.301767 -2.487878 0.4279 -0.0412 0.1474 -0.521
F -3.282177 3.251605 -3.111773 -0.3154 -0.0362 0.2024 0.161
F -4.945664 2.035685 -2.412467 0.0480 0.2442 0.0531 0.137
F -4.270265 3.737882 -1.244279 -0.0710 -0.1384 -0.2081 0.167
H -4.801053 5.947015 -6.156420 -0.0523 -0.0290 -0.1076 0.086
H -6.456998 6.511128 -6.445029 -0.0239 -0.0498 -0.0144 0.088
H -5.733126 6.641499 -4.837765 -0.1018 0.0106 0.0039 0.079
H -6.416113 4.039882 -6.296537 0.1446 -0.1680 0.1011 0.115
H -7.320740 4.690869 -4.939579 0.0924 -0.0261 0.2190 0.130
C 10.077346 -5.310262 6.398554 -0.0007 0.0220 -0.3112 -0.058
C 9.821631 -3.871259 6.791781 0.0067 -0.4099 0.4419 -0.191
O 10.059100 -2.977253 5.685654 -0.0581 0.2099 -0.1754 0.038
C 9.083401 -2.869860 4.797190 -0.0186 -0.3111 0.5001 -0.397
O 8.028369 -3.436514 4.819182 0.0755 0.1748 -0.1971 0.162
C 9.483425 -1.854344 3.715026 0.2499 0.4013 -0.5171 -0.522
F 10.738991 -2.055974 3.287227 -0.3456 -0.0065 0.1208 0.169
F 9.409833 -0.599803 4.197054 -0.0502 -0.3378 -0.0412 0.164
F 8.665418 -1.940115 2.658088 0.1838 -0.0095 0.3407 0.150
H 11.083584 -5.421074 5.993765 0.0384 0.0039 0.1043 0.085
H 9.972328 -5.962716 7.264279 0.0069 0.0340 0.0327 0.084
H 9.376998 -5.639463 5.631645 -0.0711 0.0063 0.0630 0.077
H 10.514296 -3.564096 7.571838 0.0831 0.1673 -0.1461 0.126
H 8.811343 -3.731607 7.173793 -0.0677 0.0597 -0.1830 0.125
```
Positions in Å, forces in eV/Å.

- Total charge: +1
- HOMO energy: -12.26 eV
- Frontier orbital gap: 0.357 Ha



Calculated values (hartree) of E_tot for the records, taken in order: -8630.98237, -3837.19186.